# C42H28Br2CeN3O7PSe2

A structure of composition C42H28Br2CeN3O7PSe2 (wB97M-V/def2-TZVPD, OMol25).

Structure (ORCA input):
```
! RIJCOSX wB97M-V def2-TZVPD def2/J DEFGRID3
* xyz 0 1
Ce -0.106 -0.578 0.410
Br -2.867 6.840 0.158
C -2.149 5.058 0.021
C -2.566 4.232 -0.997
C -2.157 2.951 -1.216
C -1.353 2.416 -0.229
O -0.915 1.209 -0.352
C -0.867 3.203 0.854
C -0.074 2.609 1.837
N 0.391 1.439 1.814
C 1.001 0.876 2.924
C 0.504 1.061 4.215
C 1.187 0.422 5.306
C 2.274 -0.329 5.146
C 2.808 -0.559 3.834
C 3.987 -1.302 3.589
C 4.235 -1.698 2.300
C 3.358 -1.237 1.310
N 2.365 -0.418 1.493
C 2.099 -0.052 2.774
C -1.291 4.518 0.958
H -3.163 4.642 -1.794
H -2.450 2.457 -2.148
H 0.192 3.299 2.670
H -0.370 1.637 4.399
H 0.842 0.609 6.393
H 2.750 -0.792 6.031
H 4.472 -1.659 4.432
H 5.099 -2.313 2.018
H 3.456 -1.645 0.303
H -0.919 5.047 1.802
Se -0.934 -1.315 -2.476
P 0.505 0.213 -3.143
Se 2.050 0.347 -1.612
C -0.323 1.836 -3.499
C -1.462 1.753 -4.297
C -2.050 2.890 -4.860
C -1.539 4.145 -4.453
C -0.386 4.255 -3.673
C 0.205 3.054 -3.258
C 1.260 -0.234 -4.697
C 0.854 -1.311 -5.493
C 1.542 -1.497 -6.688
C 2.592 -0.720 -7.118
C 3.000 0.383 -6.317
C 2.264 0.622 -5.213
H -1.965 0.819 -4.544
H -2.990 2.790 -5.463
H -2.126 5.016 -4.770
H -0.018 5.198 -3.370
H 1.003 3.100 -2.535
H 0.104 -1.998 -5.193
H 1.147 -2.271 -7.326
H 3.048 -0.982 -8.072
H 3.760 1.045 -6.688
H 2.515 1.463 -4.591
Br -8.109 1.915 0.406
C -6.432 1.097 0.569
C -6.032 0.050 -0.237
C -4.850 -0.629 0.055
C -4.021 -0.153 1.092
C -4.584 0.740 2.002
C -5.808 1.291 1.758
C -2.667 -0.652 1.236
O -2.249 -1.574 0.435
O -1.815 -0.057 2.001
H -6.640 -0.247 -1.090
H -4.416 -1.456 -0.545
H -4.010 1.165 2.829
H -6.188 2.076 2.420
O 0.267 -2.204 2.191
C 0.796 -3.049 1.416
O 0.741 -2.913 0.159
C 1.506 -4.236 2.004
C 2.383 -5.033 1.216
C 3.304 -5.790 1.868
C 3.451 -5.684 3.251
C 2.484 -5.022 4.053
C 1.527 -4.274 3.385
N 2.643 -4.946 5.434
O 1.704 -4.541 6.124
O 3.737 -5.234 5.917
H 2.331 -4.950 0.142
H 4.002 -6.449 1.371
H 4.144 -6.269 3.745
H 0.973 -3.516 3.878
*
```

Properties
gap between HOMO and LUMO	6.58	eV



# C42H31ClN4OPPd

A structure of composition C42H31ClN4OPPd (wB97M-V/def2-TZVPD, OMol25).

Structure (ORCA input):
```
! RIJCOSX wB97M-V def2-TZVPD def2/J DEFGRID3
* xyz -1 3
Pd 0.331 1.885 -1.004
Cl -3.676 4.427 4.875
C -3.121 3.234 3.708
C -4.063 2.427 3.073
C -3.579 1.514 2.138
C -2.239 1.404 1.826
O -1.923 0.412 0.903
C -1.258 2.164 2.540
C 0.153 2.029 2.456
N 0.753 1.284 1.539
C 2.058 0.944 1.632
C 2.886 1.137 2.743
C 4.199 0.633 2.787
C 4.735 -0.091 1.758
C 3.945 -0.315 0.594
C 4.412 -1.077 -0.497
C 3.637 -1.238 -1.606
C 2.386 -0.597 -1.634
N 1.907 0.104 -0.635
C 2.644 0.232 0.500
C -1.777 3.110 3.469
H -5.115 2.507 3.306
H -4.260 0.844 1.628
H 0.718 2.615 3.187
H 2.486 1.633 3.616
H 4.792 0.802 3.680
H 5.736 -0.502 1.812
H 5.403 -1.518 -0.444
H 3.980 -1.800 -2.465
H 1.772 -0.643 -2.528
H -1.080 3.737 4.014
C 1.814 3.325 -1.639
C 2.848 2.709 -2.450
C 2.672 2.459 -3.827
C 3.619 1.788 -4.573
C 4.803 1.336 -3.982
C 5.008 1.592 -2.625
C 4.059 2.262 -1.884
C 5.788 0.614 -4.755
N 6.575 0.035 -5.365
H 1.192 4.031 -2.189
H 2.200 3.760 -0.718
H 1.753 2.794 -4.297
H 3.453 1.605 -5.628
H 5.918 1.244 -2.152
H 4.230 2.431 -0.826
N -1.619 0.858 -0.416
P -2.515 2.001 -1.113
C -4.294 1.625 -1.268
C -4.637 0.634 -2.190
C -5.952 0.217 -2.328
C -6.945 0.790 -1.544
C -6.617 1.773 -0.621
C -5.296 2.189 -0.483
C -2.403 3.719 -0.542
C -3.423 4.655 -0.702
C -3.236 5.972 -0.302
C -2.026 6.361 0.261
C -1.002 5.436 0.416
C -1.193 4.121 0.023
C -1.902 1.992 -2.823
C -0.988 1.036 -3.280
C -0.569 1.062 -4.606
C -1.029 2.041 -5.471
C -1.930 2.998 -5.018
C -2.365 2.969 -3.702
H -3.865 0.182 -2.801
H -6.200 -0.555 -3.046
H -7.975 0.470 -1.652
H -7.386 2.215 0.001
H -5.049 2.941 0.259
H -4.369 4.371 -1.150
H -4.034 6.692 -0.432
H -1.885 7.387 0.579
H -0.053 5.729 0.847
H -0.369 3.396 0.118
H -0.669 0.238 -2.625
H 0.146 0.325 -4.950
H -0.685 2.059 -6.499
H -2.294 3.765 -5.691
H -3.061 3.724 -3.352
*
```

Properties
gap between HOMO and LUMO (spin up / spin down)	4.68 / 6.85	eV



# C42H31CrN5O5PS2

A structure of composition C42H31CrN5O5PS2 (wB97M-V/def2-TZVPD, OMol25).

Structure (ORCA input):
```
! RIJCOSX wB97M-V def2-TZVPD def2/J DEFGRID3
* xyz 0 2
Cr 0.195 -1.114 0.129
O -0.611 -2.117 1.774
C -1.154 -1.064 1.502
C -2.087 -0.077 2.046
C -2.760 -0.163 3.252
C -3.496 0.929 3.686
C -3.559 2.075 2.909
C -2.905 2.140 1.684
C -2.172 1.048 1.247
P -1.192 0.845 -0.306
C -2.472 0.629 -1.599
C -3.837 0.583 -1.343
C -4.740 0.417 -2.390
C -4.285 0.312 -3.696
C -2.920 0.358 -3.958
C -2.020 0.501 -2.914
C -0.628 2.562 -0.636
C 0.623 2.933 -0.140
C 1.056 4.250 -0.238
C 0.245 5.206 -0.831
C -0.999 4.844 -1.338
C -1.436 3.527 -1.245
H -2.690 -1.071 3.840
H -4.008 0.895 4.640
H -4.123 2.930 3.263
H -2.970 3.037 1.081
H -4.208 0.643 -0.328
H -5.800 0.357 -2.168
H -4.992 0.182 -4.510
H -2.561 0.271 -4.978
H -0.953 0.502 -3.113
H 1.249 2.182 0.340
H 2.026 4.529 0.157
H 0.579 6.236 -0.897
H -1.636 5.588 -1.803
H -2.403 3.252 -1.650
N 2.673 -1.412 -3.104
C 2.405 -0.100 -3.412
C 1.604 0.350 -2.413
N 1.376 -0.668 -1.519
C 2.031 -1.708 -1.964
C 1.983 -2.909 -1.156
N 1.371 -2.803 -0.006
C 1.348 -4.058 0.545
C 1.981 -4.924 -0.294
N 2.379 -4.176 -1.374
H 3.224 -2.040 -3.659
H 2.813 0.386 -4.284
H 1.192 1.337 -2.269
H 0.887 -4.244 1.500
H 2.168 -5.984 -0.228
H 2.835 -4.535 -2.192
O -5.456 -2.167 -0.363
S -4.393 -3.120 -0.537
O -4.504 -4.374 0.158
N -2.940 -2.434 -0.255
C -2.124 -2.556 -1.292
O -0.902 -2.197 -1.359
C -2.787 -3.131 -2.512
C -2.248 -3.281 -3.773
C -3.071 -3.768 -4.784
C -4.399 -4.104 -4.520
C -4.936 -3.951 -3.248
C -4.106 -3.453 -2.262
H -1.213 -3.006 -3.953
H -2.685 -3.879 -5.791
H -5.023 -4.489 -5.319
H -5.970 -4.210 -3.036
C 7.346 1.309 6.211
C 7.669 2.341 5.162
O 8.641 2.330 4.464
S 6.404 3.692 5.014
C 5.213 2.721 4.103
C 5.544 2.156 2.874
C 4.594 1.435 2.164
C 3.287 1.279 2.649
C 2.971 1.864 3.881
C 3.924 2.569 4.604
C 2.301 0.550 1.892
C 1.450 -0.062 1.261
H 8.092 0.515 6.214
H 6.352 0.901 6.019
H 7.314 1.801 7.184
H 6.544 2.283 2.478
H 4.848 0.994 1.207
H 1.963 1.756 4.265
H 3.671 3.013 5.560
*
```

Properties
gap between HOMO and LUMO (spin up / spin down)	6.93 / 6.23	eV



# C42H31IrN7O5PSSe

A structure of composition C42H31IrN7O5PSSe (wB97M-V/def2-TZVPD, OMol25).

Structure (ORCA input):
```
! RIJCOSX wB97M-V def2-TZVPD def2/J DEFGRID3
* xyz 1 2
Ir 0.344 1.358 -0.570
Se 4.596 3.333 5.380
N 4.610 1.953 4.262
C 3.631 2.139 3.418
C 3.324 1.207 2.335
C 4.066 0.063 2.058
C 3.721 -0.713 0.968
C 2.615 -0.367 0.211
N 1.865 0.691 0.517
C 2.235 1.509 1.525
C 1.491 2.740 1.678
N 0.511 2.924 0.780
C -0.282 3.981 0.874
C -0.097 4.926 1.880
C 0.926 4.765 2.789
C 1.749 3.641 2.693
C 2.850 3.338 3.599
N 3.205 4.108 4.591
H 4.920 -0.176 2.677
H 4.301 -1.580 0.688
H 2.339 -0.911 -0.677
H -1.068 4.081 0.139
H -0.760 5.777 1.928
H 1.101 5.485 3.578
O -2.297 1.593 -0.682
S -2.091 2.362 -1.886
O -2.909 3.507 -2.096
O -0.597 2.678 -1.878
C -2.196 1.265 -3.266
C -3.125 1.549 -4.250
C -3.231 0.714 -5.354
C -2.398 -0.388 -5.469
C -1.456 -0.658 -4.486
C -1.337 0.158 -3.365
P -0.080 -0.357 -2.137
C -0.797 -1.843 -1.390
C -0.062 -2.614 -0.485
C -0.643 -3.688 0.163
C -1.973 -4.006 -0.082
C -2.712 -3.244 -0.969
C -2.130 -2.164 -1.620
C 1.340 -0.799 -3.160
C 1.852 0.191 -4.001
C 2.944 -0.082 -4.805
C 3.530 -1.343 -4.778
C 3.012 -2.335 -3.960
C 1.912 -2.069 -3.152
H -3.752 2.424 -4.145
H -3.957 0.932 -6.125
H -2.474 -1.040 -6.329
H -0.803 -1.516 -4.596
H 0.961 -2.364 -0.254
H -0.066 -4.270 0.870
H -2.432 -4.839 0.433
H -3.752 -3.478 -1.151
H -2.731 -1.569 -2.295
H 1.392 1.171 -4.033
H 3.338 0.688 -5.454
H 4.383 -1.554 -5.409
H 3.452 -3.323 -3.958
H 1.492 -2.858 -2.545
N 1.880 2.072 -1.653
C 2.435 3.054 -2.010
N 2.983 4.055 -2.516
C 3.768 4.853 -1.784
N 4.452 5.566 -1.190
C -3.511 -4.267 4.453
C -2.824 -3.107 3.787
C -1.458 -2.902 3.928
C -0.826 -1.819 3.330
C 0.648 -1.596 3.541
C -1.581 -0.939 2.552
C -2.960 -1.122 2.385
C -3.794 -0.179 1.567
C -3.554 -2.203 3.017
C -0.869 0.237 1.954
O -0.435 1.162 2.604
O -0.635 0.066 0.654
H -2.800 -4.902 4.979
H -4.042 -4.882 3.723
H -4.249 -3.917 5.176
H -0.873 -3.590 4.529
H 1.133 -2.501 3.905
H 0.820 -0.800 4.268
H 1.141 -1.299 2.612
H -3.653 0.858 1.880
H -4.851 -0.420 1.665
H -3.521 -0.230 0.515
H -4.624 -2.345 2.908
*
```

Properties
gap between HOMO and LUMO (spin up / spin down)	7.09 / 5.46	eV



Number 1: E_tot -13075.7483 Eh. Number 2: E_tot -2842.7336 Eh. Number 3: E_tot -4451.2668 Eh. Number 4: E_tot -5623.7531 Eh.